Computed, not measured: a molecular structure, C39H45AsIN5O3Ti, with the ωB97M-V functional and the def2-TZVPD basis.

```
95
Properties=species:S:1:pos:R:3
Ti 1.21 -0.48 0.17
C -1.27 -0.61 2.92
N -0.83 -1.67 2.01
C -1.96 -2.35 1.41
C 0.19 -2.49 2.55
C -0.01 -3.82 2.91
C 1.04 -4.60 3.37
C 2.31 -4.05 3.47
C 2.52 -2.73 3.11
C 1.48 -1.92 2.65
N 1.64 -0.62 2.16
C 2.65 0.22 2.64
C 3.38 0.05 3.81
C 4.43 0.90 4.12
C 4.76 1.95 3.28
C 3.95 2.21 2.18
C 2.89 1.38 1.88
N 1.87 1.67 0.89
C 0.75 2.31 1.62
C 2.33 2.59 -0.16
H -2.00 -1.00 3.65
H -1.74 0.19 2.34
H -0.42 -0.21 3.46
H -1.62 -3.21 0.84
H -2.46 -1.65 0.74
H -2.69 -2.69 2.16
H -1.01 -4.24 2.84
H 0.86 -5.63 3.65
H 3.14 -4.65 3.81
H 3.53 -2.33 3.13
H 3.13 -0.75 4.49
H 5.00 0.73 5.03
H 5.60 2.59 3.50
H 4.15 3.08 1.56
H 1.09 3.27 2.03
H 0.42 1.67 2.43
H -0.08 2.48 0.94
H 2.44 3.60 0.24
H 1.60 2.60 -0.97
H 3.27 2.24 -0.56
N 0.14 -4.31 -1.14
C 0.81 -3.22 -0.72
O 0.24 -2.11 -0.72
C 2.21 -3.33 -0.22
C 2.78 -1.92 -0.12
H -0.76 -4.19 -1.57
H 0.64 -5.17 -1.29
H 2.78 -4.00 -0.87
H 2.15 -3.82 0.76
H 3.26 -1.67 -1.06
H 3.51 -1.87 0.68
O -0.66 0.35 -0.16
As -1.88 1.06 -1.06
C -3.52 0.75 -0.11
C -3.78 1.40 1.09
C -4.92 1.09 1.82
C -5.80 0.13 1.34
C -5.55 -0.53 0.15
C -4.41 -0.22 -0.58
C -1.55 2.93 -1.30
C -2.20 3.94 -0.58
C -1.82 5.26 -0.78
C -0.81 5.56 -1.69
C -0.19 4.56 -2.41
C -0.55 3.23 -2.21
C -2.07 0.28 -2.79
C -1.91 -1.10 -2.91
C -2.07 -1.70 -4.14
C -2.39 -0.93 -5.25
C -2.56 0.44 -5.13
C -2.41 1.05 -3.89
H -3.08 2.11 1.50
H -5.12 1.59 2.75
H -6.69 -0.11 1.91
H -6.23 -1.28 -0.22
H -4.21 -0.73 -1.52
H -3.01 3.72 0.10
H -2.32 6.05 -0.24
H -0.53 6.59 -1.85
H 0.58 4.76 -3.15
H -0.06 2.47 -2.81
H -1.65 -1.69 -2.03
H -1.93 -2.77 -4.25
H -2.49 -1.40 -6.23
H -2.77 1.04 -6.00
H -2.52 2.12 -3.81
N 1.62 -1.13 -3.24
C 2.30 -0.08 -2.60
O 1.82 0.22 -1.37
C 3.29 0.61 -3.16
I 1.01 2.32 -5.32
H 0.68 -1.21 -2.87
H 1.58 -0.94 -4.23
H 3.70 0.32 -4.11
H 3.74 1.44 -2.64
```

As for the LUMO energy: -0.04 eV. The value obtained for the orbital gap is 0.2184 Ha. The value obtained for the total energy is -146823.2881 eV. For the HOMO energy, the calculation gives -5.99 eV. The value obtained for the strongest force on any atom is 0.91 eV/Å. The value obtained for the relative energy (zero: lowest compared OMol25 entry of this formula, charge and spin) is 0.787 eV.